Record 1
Below is a single C6H5N molecule, with properties calculated with ωB97M-V with the def2-TZVPD basis set.

Calculated values
- HOMO (eV) = -9.2563
- lowest unoccupied orbital energy (eV) = 1.01
- net charge = 0
- frontier orbital gap (eV) = 10.3
- relative energy (zero: lowest compared OMol25 entry of this formula, charge and spin) (kcal per mole) = 92.3

Geometry as XYZ:
```
12
Properties=species:S:1:pos:R:3:forces:R:3
C 2.180432 0.654674 -1.070072 -0.777 -0.308 0.081
C 1.040677 0.272102 -0.948595 0.653 0.207 -0.210
C -0.381188 -0.012583 -1.013434 0.088 -0.088 -0.375
N -1.268067 1.072216 -0.593373 0.005 0.271 0.174
C -1.240167 -0.149724 0.201729 -0.010 -0.302 -0.057
C -0.537759 -0.495979 1.410022 0.452 -0.453 0.594
C 0.072638 -1.150853 2.218932 -0.458 0.561 -0.309
H 3.180708 1.003112 -1.211750 -0.166 -0.130 0.142
H -0.673407 -0.618100 -1.863778 -0.087 0.353 -0.209
H -0.710620 1.828926 -0.204071 -0.013 -0.172 0.083
H -2.178258 -0.691720 0.088639 0.265 -0.064 -0.026
H 0.590700 -1.741744 2.933964 0.047 0.125 0.112
```
Positions in Å, forces in eV/Å.

=====

Record 2
Below is a single C6H5N molecule in a non-equilibrium geometry, with properties calculated with ωB97M-V with the def2-TZVPD basis set.

Calculated values
- HOMO (eV) = -9.6868
- lowest unoccupied orbital energy (eV) = 0.21
- net charge = 0
- frontier orbital gap (eV) = 9.9
- relative energy (zero: lowest compared OMol25 entry of this formula, charge and spin) (kcal per mole) = 85.1

Geometry as XYZ:
```
12
Properties=species:S:1:pos:R:3:forces:R:3
H -1.666228 1.151093 2.620176 -0.973 0.552 -0.746
N -0.808636 0.682448 2.453824 0.576 0.015 1.539
C -0.347490 0.360699 1.352381 1.793 -2.122 -0.244
C 0.947797 -0.455640 1.254252 0.111 0.151 -2.272
C 1.487125 -0.841183 0.211167 -1.022 1.124 1.744
C 1.156575 -0.644198 -1.221566 -2.165 -4.182 1.384
C -0.190088 0.045127 -1.132320 -1.572 0.375 0.825
C -0.886040 0.442064 -0.048161 2.720 -0.802 0.688
H 1.834608 -0.079387 -1.713352 2.254 1.796 -1.709
H 1.096412 -1.706257 -1.772027 -0.115 2.399 0.962
H -0.770897 0.223135 -2.000801 -0.009 -0.096 -1.320
H -1.853137 0.822098 -0.003575 -1.597 0.791 -0.852
```
Positions in Å, forces in eV/Å.

=====

Record 3
Below is a molecular structure, C6H5N2O in a non-equilibrium geometry, with properties calculated with ωB97M-V with the def2-TZVPD basis set.

Calculated values
- HOMO (eV) = -14.4985
- lowest unoccupied orbital energy (eV) = -5.78
- net charge = +1
- frontier orbital gap (eV) = 8.7
- relative energy (zero: lowest compared OMol25 entry of this formula, charge and spin) (kcal per mole) = 0.0

Geometry as XYZ:
```
14
Properties=species:S:1:pos:R:3:forces:R:3
C 1.859858 -1.166047 -0.018541 0.099 0.168 0.010
C 0.555393 -1.699793 0.051518 0.200 0.429 0.004
C 1.714272 0.195164 -0.078750 0.176 -0.388 0.013
C -1.744962 1.272158 0.045441 0.377 1.234 0.039
C -0.421251 1.557599 -0.007152 -1.074 -0.203 0.041
C -2.100184 -0.089337 0.011686 0.490 -1.303 -0.097
N -0.299308 -0.701429 0.028848 -1.228 0.154 0.069
N 0.376139 0.450735 -0.040171 0.759 -0.518 -0.056
O -2.892410 -0.913975 -0.052934 -0.015 0.395 0.117
H 2.774666 -1.723799 -0.009001 0.173 -0.026 -0.038
H 0.239670 -2.724560 0.138020 -0.123 -0.050 -0.064
H 2.446780 0.972038 -0.159994 0.104 0.245 0.037
H -2.518312 2.023506 0.106558 -0.025 -0.072 -0.067
H 0.009651 2.547738 -0.015522 0.086 -0.064 -0.008
```
Positions in Å, forces in eV/Å.

=====

Record 4
Below is a gas-phase ion, C6H5N2O4 (charge -1) in a non-equilibrium geometry, with properties calculated with ωB97M-V with the def2-TZVPD basis set.

Calculated values
- HOMO (alpha / beta) (eV) = -4.7178 / -4.7171
- lowest unoccupied orbital energy (alpha / beta) (eV) = 3.03 / 3.03
- net charge = -1
- frontier orbital gap (alpha / beta) (eV) = 7.8 / 7.7
- relative energy (zero: lowest compared OMol25 entry of this formula, charge and spin) (kcal per mole) = 46.9

Geometry as XYZ:
```
17
Properties=species:S:1:pos:R:3:forces:R:3
C -0.108286 -0.315188 1.172703 0.208 0.926 -3.524
C -0.791583 -1.449872 0.652434 -1.986 -2.890 0.101
C 0.462948 0.759615 0.557109 0.648 0.284 3.423
C 1.613125 2.695782 -0.837016 1.121 -0.375 -1.472
C 0.169370 0.899136 -1.737181 0.024 1.138 -5.540
C -1.126624 -1.640742 -0.676037 1.110 0.898 1.937
N 0.581499 1.318968 -0.662528 0.941 1.229 1.055
N -1.684746 -2.783484 -1.233453 1.240 0.663 -0.181
O 1.845091 2.755163 -2.031407 -0.009 0.874 0.634
O 1.980617 3.180577 0.195704 -0.577 -0.070 0.578
O -2.879951 -2.887138 -1.305204 -2.737 -0.055 0.466
O -0.956753 -3.536507 -1.870571 1.177 -0.763 -0.019
H 0.125242 -0.266512 2.169702 0.248 -0.338 2.424
H -1.102927 -2.232828 1.526178 0.764 1.502 -2.136
H 1.048316 1.392273 1.232280 -0.362 -0.165 0.047
H 0.454647 1.507651 -2.680954 -0.489 -0.954 1.887
H -0.327751 0.009395 -1.887807 -1.320 -1.905 0.320
```
Positions in Å, forces in eV/Å.

=====

Record 5
Below is a single C6H5N3 molecule in a non-equilibrium geometry, with properties calculated with ωB97M-V with the def2-TZVPD basis set.

Calculated values
- HOMO (eV) = -8.7710
- lowest unoccupied orbital energy (eV) = 0.34
- net charge = 0
- frontier orbital gap (eV) = 9.1
- relative energy (zero: lowest compared OMol25 entry of this formula, charge and spin) (kcal per mole) = 40.7

Geometry as XYZ:
```
14
Properties=species:S:1:pos:R:3:forces:R:3
C -1.100609 1.590297 0.676134 -0.001 -0.858 -0.148
C -1.441643 0.409326 1.418840 -0.556 1.403 -0.961
N -0.914231 -0.743388 1.207560 1.181 -0.232 -0.351
C 0.042627 -0.780794 0.243744 1.495 -2.087 -2.305
C 0.811903 -1.867932 -0.271712 -0.539 0.019 2.180
C 1.544365 -1.282002 -1.339080 0.343 0.268 -0.949
N 1.348061 0.081145 -1.520518 -0.757 -3.460 0.818
N 0.400870 0.256146 -0.617207 -1.933 2.957 2.806
C -0.151205 1.458725 -0.276658 1.737 2.254 -0.803
H -1.583217 2.555802 0.761822 0.120 -0.167 0.528
H -2.220949 0.475691 2.131099 -0.648 -0.046 0.842
H 0.796001 -2.810109 0.436538 0.404 1.595 -2.496
H 2.092284 -1.727473 -2.177414 0.194 -0.206 0.973
H 0.375744 2.384565 -0.673149 -1.040 -1.439 -0.134
```
Positions in Å, forces in eV/Å.

=====

Record 6
Below is 2 unconnected molecules or ions with the total composition C6H5N3OS in a non-equilibrium geometry, with properties calculated with ωB97M-V with the def2-TZVPD basis set.

Calculated values
- HOMO (alpha / beta) (eV) = -8.2581 / -8.1639
- lowest unoccupied orbital energy (alpha / beta) (eV) = -1.25 / -1.18
- net charge = 0
- frontier orbital gap (alpha / beta) (eV) = 7.0 / 7.0
- relative energy (zero: lowest compared OMol25 entry of this formula, charge and spin) (kcal per mole) = 59.7

Geometry as XYZ:
```
16
Properties=species:S:1:pos:R:3:forces:R:3
C -0.516730 0.821368 -1.407391 -1.176 0.150 -2.219
C -0.923551 1.648389 -0.374894 0.156 1.085 -0.112
C -0.510072 1.446869 0.916860 -0.372 -0.669 0.623
C 0.244836 0.278848 1.143398 0.103 0.265 0.701
N 0.649563 -0.466904 2.273522 -1.120 2.699 -0.482
N 1.513748 -1.351178 1.889725 1.648 -1.551 0.532
N 1.680829 -1.333660 0.645784 0.479 -1.398 -1.800
C 0.856836 -0.401029 0.069897 -0.611 0.502 2.762
C 0.388405 -0.192003 -1.204630 0.639 0.570 -1.212
H -1.029337 0.936750 -2.430391 1.170 -0.082 1.618
H -1.471919 2.555480 -0.626307 -0.153 -0.333 0.169
H -0.839369 2.146074 1.675130 0.096 -0.278 0.229
H 0.669592 -0.259800 3.269900 -0.409 0.178 -0.563
H 0.735689 -0.756795 -2.047889 0.500 -0.019 -0.147
O -0.285806 -3.002197 -2.261544 0.263 -0.368 -0.265
S -1.162713 -2.070210 -1.531171 -1.214 -0.750 0.167
```
Positions in Å, forces in eV/Å.

=====

Record 7
Below is a single C6H5NO molecule in a non-equilibrium geometry, with properties calculated with ωB97M-V with the def2-TZVPD basis set.

Calculated values
- HOMO (eV) = -9.0408
- lowest unoccupied orbital energy (eV) = 0.14
- net charge = 0
- frontier orbital gap (eV) = 9.2
- relative energy (zero: lowest compared OMol25 entry of this formula, charge and spin) (kcal per mole) = 84.5

Geometry as XYZ:
```
13
Properties=species:S:1:pos:R:3:forces:R:3
O -0.782105 1.457131 2.758957 -0.521 -0.802 0.226
C -0.585179 0.975641 1.715686 0.009 2.161 2.164
C -0.191911 0.747285 0.528982 0.502 -0.171 -3.650
C -0.914959 0.951144 -0.872461 -1.295 3.050 2.157
N -0.841835 -0.311069 -1.449762 0.816 -2.663 -1.334
C 0.260942 -0.786871 -1.023817 -0.773 -0.613 -0.463
C 0.744651 -1.658167 0.024853 2.117 1.508 -2.458
C 0.912119 -0.135804 0.083294 0.778 0.305 1.162
H -1.967634 1.223370 -0.720576 0.246 0.154 -0.186
H -0.419799 1.747653 -1.457982 -0.152 -0.208 0.187
H 1.675263 -2.105479 -0.028387 1.996 -0.759 -0.567
H 0.157274 -2.298237 0.502530 -3.193 -1.909 2.303
H 1.953172 0.193402 -0.061318 -0.529 -0.051 0.461
```
Positions in Å, forces in eV/Å.

=====

Record 8
Below is a single C6H5NO molecule in a non-equilibrium geometry, with properties calculated with ωB97M-V with the def2-TZVPD basis set.

Calculated values
- HOMO (eV) = -8.9879
- lowest unoccupied orbital energy (eV) = -0.04
- net charge = 0
- frontier orbital gap (eV) = 9.0
- relative energy (zero: lowest compared OMol25 entry of this formula, charge and spin) (kcal per mole) = 52.9

Geometry as XYZ:
```
13
Properties=species:S:1:pos:R:3:forces:R:3
N 3.301951 0.265677 0.385218 -2.645 0.521 -0.401
C 2.151029 0.349911 0.178041 1.024 -1.192 -0.485
C 0.680069 0.178936 -0.046621 0.911 -0.126 0.966
C -0.105638 1.219579 -0.346718 -2.725 0.706 0.509
C -1.727194 0.938490 0.105193 1.355 1.643 -1.038
O -2.141964 -0.403115 -0.392260 0.879 1.468 1.431
C -1.253248 -1.385450 -0.103484 2.259 0.982 1.288
C 0.072646 -1.171230 0.256293 -0.033 -1.310 -1.876
H 0.195450 2.240568 -0.796811 -0.440 -1.911 1.199
H -2.405433 1.696686 -0.522144 1.388 -1.764 1.874
H -1.773399 1.121700 1.371461 -0.156 -0.978 -3.763
H -1.693564 -2.365903 -0.079020 -0.111 -0.213 -0.336
H 0.793014 -2.109283 0.211854 -1.707 2.174 0.631
```
Positions in Å, forces in eV/Å.

=====

Record 9
Below is a single C6H5NO2 molecule in a non-equilibrium geometry, with properties calculated with ωB97M-V with the def2-TZVPD basis set.

Calculated values
- HOMO (eV) = -10.1873
- lowest unoccupied orbital energy (eV) = -0.95
- net charge = 0
- frontier orbital gap (eV) = 9.2
- relative energy (zero: lowest compared OMol25 entry of this formula, charge and spin) (kcal per mole) = 66.7

Geometry as XYZ:
```
14
Properties=species:S:1:pos:R:3:forces:R:3
C 1.641835 2.272065 1.012739 -0.273 -0.798 -0.571
C 0.768212 1.650278 0.204240 0.838 1.991 1.118
C 0.448853 0.215847 0.005034 -0.282 -1.300 1.676
C 0.847105 -0.228171 -1.319253 0.685 -0.415 -0.330
N 1.305382 -0.610573 -2.301018 -0.351 0.119 0.001
C -1.062701 -0.167579 0.228215 -0.153 0.657 -0.284
O -1.959784 0.618526 0.124407 0.027 0.167 0.006
C -1.399025 -1.626623 0.615468 1.067 1.801 -0.564
O -0.474921 -2.328129 0.865354 0.089 -1.435 0.438
H 1.827760 3.349891 0.950521 -0.466 -0.443 -0.015
H 2.258487 1.758571 1.711369 0.491 -0.508 0.464
H 0.259139 2.404619 -0.333399 -1.017 0.008 -1.252
H 0.999007 -0.432632 0.750998 -0.322 0.644 -0.829
H -2.470105 -1.824512 0.630901 -0.333 -0.487 0.142
```
Positions in Å, forces in eV/Å.

=====

Record 10
Below is a molecular structure, C6H5NO3 in a non-equilibrium geometry, with properties calculated with ωB97M-V with the def2-TZVPD basis set.

Calculated values
- HOMO (eV) = -9.6971
- lowest unoccupied orbital energy (eV) = -0.85
- net charge = 0
- frontier orbital gap (eV) = 8.8
- relative energy (zero: lowest compared OMol25 entry of this formula, charge and spin) (kcal per mole) = 75.4

Geometry as XYZ:
```
15
Properties=species:S:1:pos:R:3:forces:R:3
C -2.023687 -0.529673 -0.040364 1.811 -0.206 -1.495
C -0.501968 -0.333451 -0.270598 -0.567 -2.361 1.445
C 0.302706 -1.491678 -0.155574 0.067 0.042 -0.267
C 1.705368 -1.373663 -0.087494 0.710 -4.010 1.463
C 1.553591 0.807772 -0.105456 -0.173 2.314 1.868
C 0.136973 0.878509 -0.121555 1.777 -0.985 -0.793
H -2.026816 1.452893 -0.607092 -1.867 -3.257 2.059
H -0.219268 -2.469473 -0.039094 0.598 0.921 -0.210
H 2.392857 -2.291688 0.291362 -1.916 1.816 -1.553
H 1.918343 1.756604 0.373602 0.611 -0.527 -1.214
H 0.095750 2.747942 0.878382 -2.891 -3.003 -4.211
N 2.375377 -0.249761 -0.074525 -1.468 1.828 0.091
O -2.621425 0.633054 -0.183145 -0.370 2.885 -1.425
O -2.554603 -1.598366 0.154546 0.363 1.360 0.189
O -0.533204 2.060976 -0.012992 3.315 3.184 4.054
```
Positions in Å, forces in eV/Å.